The following is a DFT calculation (ωB97M-V/def2-TZVPD) of C3H2N2S in the gas phase in a non-equilibrium geometry.

**LUMO**: -0.07493 hartree
**Molar mass**: 98.130 g mol⁻¹
**Strongest force on any atom**: 1.13 eV Å⁻¹
**E**: -623.15996 Ha
**SMILES string**: S=C1N=CC=N1
**Energy relative to the best compared isomer or geometry (same formula, charge and spin)**: 8.2 kcal per mole
**E_HOMO**: -0.3483 Eh

The geometry in XYZ format:
```
8
Properties=species:S:1:pos:R:3:lowdin_charge:R:1
S -1.524 0.972 0.607 0.803
C -0.233 0.159 0.103 -0.920
N 0.928 0.767 -0.515 0.060
C 1.650 -0.234 -0.819 -0.114
C 1.019 -1.508 -0.304 -0.104
N -0.110 -1.247 0.230 0.042
H 2.630 -0.138 -1.288 0.110
H 1.411 -2.554 -0.319 0.123
```

The following is a DFT calculation (ωB97M-V/def2-TZVPD) of 2 unconnected molecules or ions with the total composition C3H2N4 in a non-equilibrium geometry.

**LUMO**: -0.00230 hartree
**Molar mass**: 94.077 g mol⁻¹
**Strongest force on any atom**: 2.30 eV Å⁻¹
**E**: -334.48013 Ha
**SMILES string**: N#CC=C=N.N#N
**Energy relative to the best compared isomer or geometry (same formula, charge and spin)**: 28.2 kcal per mole
**E_HOMO**: -0.3484 Eh

The geometry in XYZ format:
```
9
Properties=species:S:1:pos:R:3:lowdin_charge:R:1
N 3.039 -0.227 0.291 0.130
C 1.944 -0.230 -0.094 -0.273
C 0.641 -0.352 -0.639 -0.138
C -0.578 -0.406 -0.109 -0.230
N -1.764 -0.574 -0.039 0.178
H 0.407 -1.247 -1.243 0.132
H -2.274 -1.446 -0.087 0.105
N -1.240 2.256 1.077 0.049
N -0.159 2.241 0.851 0.048
```

The following is a DFT calculation (ωB97M-V/def2-TZVPD) of C3H2N4O in the gas phase in a non-equilibrium geometry.

**LUMO**: -0.04238 hartree
**Molar mass**: 110.076 g mol⁻¹
**Strongest force on any atom**: 11.37 eV Å⁻¹
**E**: -409.58220 Ha
**SMILES string**: O=c1nnccnn1
**Energy relative to the best compared isomer or geometry (same formula, charge and spin)**: 91.6 kcal per mole
**E_HOMO**: -0.3565 Eh

The geometry in XYZ format:
```
10
Properties=species:S:1:pos:R:3:lowdin_charge:R:1
O -2.397 -0.261 0.565 0.202
C -1.464 -0.084 -0.087 -0.578
N -0.870 -1.189 -0.707 0.134
N 0.328 -1.450 -0.580 0.068
C 1.120 -0.544 0.119 -0.169
C 0.806 0.646 0.226 -0.203
N -0.028 1.575 -0.395 0.079
N -1.088 1.108 -0.835 0.146
H 1.839 -0.959 0.946 0.163
H 1.755 1.159 0.748 0.158
```

The following is a DFT calculation (ωB97M-V/def2-TZVPD) of a molecular structure, C3H2N4O in a non-equilibrium geometry.

**LUMO**: -0.02666 hartree
**Molar mass**: 110.076 g mol⁻¹
**Strongest force on any atom**: 12.18 eV Å⁻¹
**E**: -409.56168 Ha
**Energy relative to the best compared isomer or geometry (same formula, charge and spin)**: 104.5 kcal per mole
**E_HOMO**: -0.3639 Eh

The geometry in XYZ format:
```
10
Properties=species:S:1:pos:R:3:lowdin_charge:R:1
C -0.705 -1.384 -0.069 -0.082
C 0.355 -0.374 0.058 -0.284
C 1.770 -0.484 0.257 -0.048
H -0.377 2.542 0.626 0.289
H -0.661 -2.458 -0.151 0.103
N -0.252 0.732 0.036 -0.239
N -1.571 0.597 -0.224 0.065
N -1.868 -0.754 -0.078 0.032
N 2.948 -0.382 -0.305 0.147
O 0.360 1.964 -0.150 0.016
```

The following is a DFT calculation (ωB97M-V/def2-TZVPD) of a gas-phase ion, C3H2NO2S (charge -1) in a non-equilibrium geometry.

**LUMO (spin up / spin down)**: 0.09848 / 0.13138 hartree
**Charge**: -1
**Molar mass**: 116.121 g mol⁻¹
**Strongest force on any atom**: 3.55 eV Å⁻¹
**E**: -718.85307 Ha
**Energy relative to the best compared isomer or geometry (same formula, charge and spin)**: 97.3 kcal per mole
**E_HOMO (spin up / spin down)**: -0.0975 / -0.1009 Eh

The geometry in XYZ format:
```
9
Properties=species:S:1:pos:R:3:lowdin_charge:R:1
C 1.066 0.463 0.005 -0.375
C -0.284 0.700 -0.030 -0.227
C -2.194 -0.718 0.370 -0.243
N 1.592 -0.721 0.011 -0.616
O -3.093 -1.400 -0.036 0.035
O -1.158 -0.226 -0.318 -0.002
S 3.127 -1.238 -0.005 0.247
H 1.613 1.464 0.082 0.102
H -0.668 1.676 -0.078 0.080
```

The following is a DFT calculation (ωB97M-V/def2-TZVPD) of 2 unconnected molecules or ions with the total composition C3H2NO3 in a non-equilibrium geometry.

**LUMO (spin up / spin down)**: 0.12960 / 0.12966 hartree
**Charge**: -1
**Molar mass**: 100.053 g mol⁻¹
**Strongest force on any atom**: 3.15 eV Å⁻¹
**E**: -395.88385 Ha
**Energy relative to the best compared isomer or geometry (same formula, charge and spin)**: 120.4 kcal per mole
**E_HOMO (spin up / spin down)**: -0.1698 / -0.1699 Eh

The geometry in XYZ format:
```
9
Properties=species:S:1:pos:R:3:lowdin_charge:R:1
C -0.289 -1.396 0.162 -0.569
C 2.039 -0.243 0.047 -0.732
C 0.460 -0.168 0.286 -0.085
N -0.296 -0.602 -0.905 0.137
O 2.223 -0.455 -1.177 -0.076
O -0.507 -2.506 0.451 0.101
O 2.812 -0.333 0.985 -0.033
H -0.357 1.447 1.128 0.095
H -0.164 -0.298 -1.900 0.162
```

The following is a DFT calculation (ωB97M-V/def2-TZVPD) of a gas-phase ion, C3H2NO3 (charge -1) in a non-equilibrium geometry.

**LUMO**: 0.14508 hartree
**Charge**: -1
**Molar mass**: 100.053 g mol⁻¹
**Strongest force on any atom**: 5.71 eV Å⁻¹
**E**: -395.95211 Ha
**Energy relative to the best compared isomer or geometry (same formula, charge and spin)**: 77.6 kcal per mole
**E_HOMO**: -0.0815 Eh

The geometry in XYZ format:
```
9
Properties=species:S:1:pos:R:3:lowdin_charge:R:1
C 0.044 1.310 -0.374 -0.271
C -1.732 -0.287 -0.053 -0.418
C 1.320 -0.712 -0.074 -0.491
N -1.078 0.698 0.017 0.000
O 2.252 -1.478 0.082 -0.029
O -2.500 -1.155 0.090 0.066
O 1.361 0.555 -0.048 -0.071
H 0.124 2.243 0.437 0.067
H 0.208 -1.175 -0.077 0.147
```

The following is a DFT calculation (ωB97M-V/def2-TZVPD) of a gas-phase ion, C3H2NO3S2 (charge -1) in a non-equilibrium geometry.

**LUMO (spin up / spin down)**: 0.09960 / 0.09962 hartree
**Charge**: -1
**Molar mass**: 164.187 g mol⁻¹
**Strongest force on any atom**: 4.21 eV Å⁻¹
**E**: -1192.35135 Ha
**Energy relative to the best compared isomer or geometry (same formula, charge and spin)**: 64.9 kcal per mole
**E_HOMO (spin up / spin down)**: -0.1677 / -0.1678 Eh

The geometry in XYZ format:
```
11
Properties=species:S:1:pos:R:3:lowdin_charge:R:1
C 1.139 -0.047 -1.242 -0.260
C 1.043 -1.494 -1.268 -0.664
C -0.823 0.810 -0.067 -0.023
N 0.214 0.581 -0.583 -0.025
O -2.411 0.305 1.949 -0.332
O 0.057 0.335 2.319 -0.384
O -1.261 2.436 1.926 -0.373
S -0.326 -2.325 -0.813 0.532
S -1.185 0.981 1.754 0.401
H 1.798 0.380 -1.987 0.090
H 1.754 -1.963 -1.988 0.037
```